ORCA calculation (ωB97M-V/def2-TZVPD) on a gas-phase ion, C18H19BrClN2 (charge +1) in a non-equilibrium geometry.

Geometry (Å):
C  0.17  -1.63  -4.63
N  -0.03  -0.37  -3.92
C  -0.56  0.65  -4.83
C  -0.19  -0.30  -2.56
C  -0.54  -1.43  -1.78
C  -0.62  -1.34  -0.40
N  -0.51  -0.12  0.26
C  -0.61  0.23  1.72
C  0.84  0.40  2.12
C  1.54  1.61  2.28
C  2.91  1.57  2.60
C  3.58  0.35  2.74
Cl  5.21  0.31  3.16
C  2.85  -0.85  2.63
C  1.50  -0.82  2.29
C  -1.44  1.54  2.00
C  -2.62  1.21  2.56
C  -2.82  -0.29  2.70
C  -1.42  -0.87  2.40
C  -0.18  0.97  -0.49
C  0.03  0.91  -1.84
Br  0.83  2.44  -2.64
H  0.57  -2.39  -3.96
H  -0.77  -1.97  -5.07
H  0.87  -1.45  -5.44
H  -0.98  1.49  -4.29
H  0.27  0.98  -5.49
H  -1.32  0.17  -5.47
H  -0.79  -2.36  -2.32
H  -0.80  -2.28  0.13
H  1.04  2.57  2.21
H  3.46  2.50  2.73
H  3.35  -1.80  2.80
H  0.94  -1.76  2.21
H  -1.04  2.56  1.85
H  -3.43  1.89  2.88
H  -3.57  -0.66  1.99
H  -3.14  -0.63  3.70
H  -1.47  -1.75  1.72
H  -1.01  -1.17  3.38
H  -0.08  1.90  0.05

The SMILES is CN(C)c1cc[n+]([C@@]2(c3ccc(Cl)cc3)C=CCC2)cc1Br. The net charge is +1. The calculation puts the orbital gap at 0.2986 hartree.

Atomic partial charges in e from the Löwdin method, atoms 1 to 5: -0.04 -0.18 -0.09 -0.22 0.04